No. 1
Density functional theory data (ωB97M-V with the def2-TZVPD basis set) for a structure of composition C44H36Br2N5OPTi.

Calculated values
Charge: +3
Total energy: -228181.8260 eV
F_max: 0.46 eV Å⁻¹
2S+1: 2
Frontier orbital gap (alpha / beta): 0.260 / 0.258 Eh

Each line ends with the Löwdin charge.
Geometry (Å):
Ti  1.180  0.657  -0.088  1.005
N  0.507  2.664  0.470  0.009
C  -0.097  3.469  -0.579  -0.248
C  -0.435  4.780  -0.412  0.022
C  -1.058  5.488  -1.463  -0.019
C  -1.343  4.855  -2.640  0.016
C  -0.998  3.495  -2.826  -0.122
C  -1.273  2.786  -4.017  0.048
C  -0.915  1.471  -4.108  -0.006
C  -0.248  0.871  -3.027  -0.103
N  0.059  1.497  -1.908  0.018
C  -0.349  2.799  -1.788  -0.185
H  -0.206  2.460  1.173  0.079
H  1.230  3.196  0.950  0.113
H  -0.234  5.282  0.527  0.132
H  -1.317  6.527  -1.323  0.128
H  -1.834  5.385  -3.445  0.135
H  -1.767  3.290  -4.839  0.140
H  -1.120  0.887  -4.993  0.124
H  0.040  -0.171  -3.104  0.106
Br  -3.522  0.923  6.063  0.847
C  -2.064  0.873  4.886  -0.696
C  -1.516  -0.352  4.522  -0.090
C  -0.449  -0.395  3.640  -0.017
C  0.069  0.788  3.131  -0.291
C  -0.452  2.015  3.517  -0.036
C  -1.532  2.056  4.393  -0.092
N  1.217  0.703  2.256  0.033
C  2.346  0.686  2.844  -0.015
C  3.559  0.418  2.078  -0.237
C  4.773  0.337  2.733  0.038
C  5.900  -0.046  2.012  0.015
C  5.732  -0.349  0.677  0.007
C  4.476  -0.226  0.098  -0.112
N  3.383  0.168  0.760  0.040
H  -1.919  -1.266  4.935  0.120
H  0.001  -1.340  3.367  0.113
H  0.006  2.947  3.208  0.117
H  -1.933  3.008  4.713  0.119
H  2.423  0.808  3.924  0.164
H  4.828  0.556  3.790  0.137
H  6.868  -0.120  2.487  0.137
H  6.563  -0.679  0.069  0.132
H  4.366  -0.468  -0.947  0.101
O  -0.628  0.058  0.270  -0.429
P  -1.487  -1.234  0.209  0.913
C  -1.862  -1.687  -1.477  -0.287
C  -1.188  -2.718  -2.136  -0.075
C  -1.492  -3.010  -3.457  -0.048
C  -2.473  -2.283  -4.119  -0.037
C  -3.158  -1.266  -3.464  -0.050
C  -2.857  -0.967  -2.146  -0.069
C  -0.407  -2.478  0.905  -0.290
C  -0.795  -3.441  1.826  -0.043
C  0.162  -4.294  2.364  -0.026
C  1.492  -4.183  1.987  -0.029
C  1.886  -3.229  1.051  -0.043
C  0.931  -2.384  0.518  -0.134
C  -3.011  -1.024  1.077  -0.295
C  -3.268  0.143  1.793  -0.071
C  -4.487  0.294  2.436  -0.056
C  -5.429  -0.722  2.379  -0.024
C  -5.174  -1.889  1.665  -0.035
C  -3.971  -2.040  1.000  -0.068
H  -0.458  -3.320  -1.609  0.106
H  -0.992  -3.825  -3.963  0.120
H  -2.724  -2.529  -5.142  0.124
H  -3.941  -0.722  -3.975  0.124
H  -3.408  -0.188  -1.631  0.125
H  -1.830  -3.513  2.136  0.118
H  -0.131  -5.046  3.084  0.127
H  2.229  -4.851  2.413  0.125
H  2.921  -3.169  0.740  0.115
H  1.177  -1.693  -0.295  0.047
H  -2.523  0.928  1.839  0.096
H  -4.702  1.199  2.987  0.110
H  -6.377  -0.602  2.887  0.126
H  -5.920  -2.670  1.616  0.124
H  -3.788  -2.932  0.412  0.123
Br  3.093  2.605  -1.490  0.996
C  3.061  0.987  -2.472  -0.698
C  3.777  0.888  -3.649  -0.046
C  3.753  -0.331  -4.311  0.013
C  3.022  -1.380  -3.771  0.003
C  2.332  -1.176  -2.592  -0.111
N  2.345  -0.003  -1.935  -0.104
H  4.333  1.736  -4.023  0.128
H  4.301  -0.456  -5.235  0.139
H  2.981  -2.346  -4.253  0.132
H  1.740  -1.973  -2.161  0.107

***

No. 2
Density functional theory data (ωB97M-V with the def2-TZVPD basis set) for a structure of composition C44H37AsIrN3PS3 in a non-equilibrium geometry.

Calculated values
Charge: +1
Total energy: -156163.8082 eV
F_max: 3.00 eV Å⁻¹
2S+1: 1
Frontier orbital gap: 0.224 Eh

Each line ends with the Löwdin charge.
Geometry (Å):
Ir  0.699  0.811  0.473  0.700
C  -0.009  -3.526  -3.976  -0.377
S  1.333  -2.353  -4.187  0.895
C  1.068  -1.237  -2.876  -0.996
S  2.180  0.089  -3.110  0.792
N  0.157  -1.497  -2.013  -0.020
N  -0.124  -0.798  -0.836  -0.115
C  -1.212  -1.162  -0.317  -0.065
C  -1.207  -1.311  1.166  -0.288
C  -2.209  -1.990  1.797  0.001
C  -2.011  -2.409  3.120  -0.029
C  -0.820  -2.123  3.729  -0.038
C  0.116  -1.347  3.040  -0.110
N  -0.079  -0.933  1.802  -0.036
H  -0.082  -4.063  -4.921  0.041
H  -0.936  -2.996  -3.773  0.035
H  0.213  -4.216  -3.167  0.044
H  -1.996  -1.628  -0.917  0.142
H  -3.119  -2.224  1.258  0.129
H  -2.782  -2.957  3.645  0.124
H  -0.602  -2.469  4.731  0.124
H  1.044  -1.039  3.507  0.132
S  2.334  2.132  1.550  0.655
C  1.679  2.985  2.954  -0.630
C  2.585  3.697  3.751  -0.114
C  2.153  4.348  4.892  -0.070
C  0.814  4.296  5.273  -0.075
C  -0.084  3.606  4.484  -0.121
C  0.337  2.968  3.312  -0.399
As  -0.860  2.016  2.153  1.279
C  -2.024  1.186  3.485  -0.360
C  -3.366  0.979  3.179  -0.106
C  -4.218  0.392  4.107  -0.075
C  -3.736  0.015  5.353  -0.078
C  -2.397  0.213  5.665  -0.078
C  -1.541  0.786  4.730  -0.130
C  -2.098  3.348  1.496  -0.367
C  -2.669  4.319  2.321  -0.082
C  -3.611  5.197  1.810  -0.065
C  -3.997  5.107  0.476  -0.071
C  -3.436  4.141  -0.343  -0.080
C  -2.485  3.262  0.170  -0.134
H  3.631  3.721  3.467  0.104
H  2.869  4.887  5.501  0.110
H  0.479  4.786  6.179  0.108
H  -1.121  3.548  4.792  0.095
H  -3.755  1.291  2.217  0.105
H  -5.263  0.246  3.862  0.108
H  -4.406  -0.424  6.085  0.109
H  -2.019  -0.068  6.641  0.111
H  -0.499  0.940  4.984  0.108
H  -2.385  4.395  3.360  0.090
H  -4.053  5.948  2.454  0.110
H  -4.741  5.788  0.081  0.108
H  -3.737  4.067  -1.383  0.107
H  -2.050  2.499  -0.459  0.068
C  5.979  3.651  -1.965  -0.062
C  6.004  2.837  -0.839  -0.054
C  4.933  2.004  -0.551  -0.104
C  3.816  2.002  -1.382  -0.393
C  3.783  2.840  -2.497  -0.106
C  4.866  3.654  -2.796  -0.061
P  2.427  0.846  -1.123  0.644
C  3.536  -0.615  -0.567  -0.372
C  4.625  -1.000  -1.369  -0.123
C  5.472  -2.028  -0.991  -0.069
C  5.256  -2.702  0.207  -0.077
C  4.189  -2.337  1.008  -0.076
C  3.335  -1.303  0.622  -0.117
C  0.929  2.232  -1.328  -0.462
C  1.119  3.562  -0.913  -0.130
C  0.312  4.580  -1.396  -0.046
C  -0.716  4.288  -2.280  -0.064
C  -0.963  2.973  -2.663  -0.082
C  -0.162  1.956  -2.179  -0.151
H  6.829  4.280  -2.198  0.110
H  6.865  2.844  -0.183  0.112
H  4.963  1.371  0.325  0.100
H  2.906  2.864  -3.138  0.101
H  4.839  4.290  -3.673  0.111
H  4.821  -0.488  -2.303  0.094
H  6.303  -2.304  -1.630  0.109
H  5.919  -3.503  0.511  0.107
H  4.016  -2.847  1.949  0.104
H  2.516  -1.040  1.273  0.044
H  1.943  3.800  -0.256  0.066
H  0.499  5.602  -1.092  0.118
H  -1.335  5.089  -2.667  0.118
H  -1.772  2.743  -3.347  0.118
H  -0.341  0.952  -2.534  0.069

***

No. 3
Density functional theory data (ωB97M-V with the def2-TZVPD basis set) for a cluster of 9 separate species, C44H37Cl8F5O4 in total in a non-equilibrium geometry.

Calculated values
Charge: 0
Total energy: -168180.3171 eV
F_max: 4.62 eV Å⁻¹
2S+1: 1
Frontier orbital gap: 0.303 Eh
SMILES: ClC(Cl)(Cl)Cl.ClC(Cl)(Cl)Cl.Oc1ccc(O)cc1.Oc1ccc(O)cc1.Fc1ccccc1.Fc1ccccc1.Fc1ccccc1.Fc1ccccc1.Fc1ccccc1

Each line ends with the Löwdin charge.
Geometry (Å):
F  1.719  -2.620  0.455  0.032
C  2.581  -3.526  0.987  -0.281
C  2.802  -4.679  0.226  -0.039
C  3.589  -5.740  0.654  -0.068
C  4.388  -5.422  1.787  -0.060
C  4.141  -4.197  2.473  -0.083
C  3.239  -3.256  2.127  -0.031
H  2.177  -5.036  -0.579  0.117
H  3.836  -6.591  0.036  0.104
H  5.195  -6.080  2.071  0.093
H  4.654  -4.104  3.419  0.104
H  2.885  -2.408  2.694  0.122
F  7.871  -0.489  -1.910  0.021
C  6.624  -1.055  -1.775  -0.225
C  5.539  -0.196  -1.880  -0.054
C  4.279  -0.628  -1.815  -0.078
C  4.088  -2.013  -1.757  -0.096
C  5.111  -2.904  -1.767  -0.089
C  6.462  -2.489  -1.824  0.025
H  5.710  0.845  -2.112  0.119
H  3.485  0.096  -1.923  0.099
H  3.028  -2.217  -1.718  0.079
H  4.920  -3.963  -1.859  0.101
H  7.335  -3.114  -1.935  0.107
F  -7.870  -0.289  -3.080  0.035
C  -6.657  0.018  -2.507  -0.271
C  -5.568  -0.814  -2.617  0.001
C  -4.290  -0.391  -2.088  -0.063
C  -4.154  0.815  -1.352  -0.049
C  -5.374  1.576  -1.226  -0.083
C  -6.552  1.224  -1.848  -0.039
H  -5.700  -1.799  -3.040  0.113
H  -3.444  -1.062  -2.124  0.085
H  -3.198  1.024  -0.895  0.076
H  -5.306  2.563  -0.792  0.092
H  -7.314  1.979  -1.726  0.115
F  2.125  -3.252  7.892  0.059
C  1.428  -2.476  7.042  -0.245
C  1.223  -2.861  5.735  -0.067
C  0.719  -2.017  4.806  -0.129
C  0.360  -0.699  5.222  -0.056
C  0.514  -0.280  6.559  -0.098
C  0.956  -1.166  7.488  -0.014
H  1.457  -3.899  5.552  0.119
H  0.405  -2.334  3.823  0.059
H  0.027  0.018  4.487  0.075
H  0.432  0.760  6.836  0.105
H  1.359  -0.820  8.428  0.108
F  -2.596  3.949  3.184  0.103
C  -2.386  5.083  2.614  -0.327
C  -3.459  5.805  2.056  -0.017
C  -3.239  7.124  1.824  -0.109
C  -2.021  7.788  2.040  -0.088
C  -0.900  7.073  2.498  -0.063
C  -1.148  5.735  2.829  -0.008
H  -4.496  5.521  1.947  0.116
H  -4.103  7.656  1.453  0.104
H  -1.963  8.846  1.829  0.097
H  -0.065  7.718  2.726  0.104
H  -0.467  5.095  3.372  0.113
C  -0.349  2.247  -0.783  -0.039
C  -0.942  2.286  0.464  -0.029
C  -0.778  1.262  1.398  -0.311
C  0.138  0.195  1.078  0.002
C  0.717  0.141  -0.215  -0.001
C  0.449  1.149  -1.141  -0.317
O  0.993  1.142  -2.409  0.009
O  -1.253  1.229  2.675  0.023
H  -0.518  2.998  -1.542  0.094
H  -1.465  3.193  0.732  0.101
H  0.266  -0.544  1.855  0.078
H  1.406  -0.640  -0.499  0.081
H  1.085  2.000  -2.830  0.064
H  -1.993  1.838  2.736  0.085
C  -1.939  -0.555  -4.950  -0.020
C  -1.120  -0.962  -3.887  -0.014
C  -0.104  -1.859  -4.109  -0.300
C  0.012  -2.465  -5.363  0.014
C  -0.956  -2.128  -6.348  -0.014
C  -1.919  -1.176  -6.128  -0.381
O  -2.878  -0.758  -6.999  0.050
O  0.723  -2.050  -3.016  0.021
H  -2.758  0.132  -4.793  0.121
H  -1.306  -0.494  -2.932  0.102
H  0.625  -3.332  -5.557  0.111
H  -0.886  -2.632  -7.300  0.110
H  -2.495  -0.716  -7.878  0.104
H  0.868  -1.318  -2.412  0.050
C  -2.433  -3.845  2.389  -1.943
Cl  -1.674  -5.029  1.280  0.523
Cl  -4.143  -4.308  2.551  0.501
Cl  -1.791  -4.005  4.012  0.554
Cl  -2.294  -2.040  1.958  0.513
C  0.852  5.915  -2.999  -2.072
Cl  1.820  7.211  -3.627  0.545
Cl  -0.226  6.612  -1.805  0.536
Cl  -0.015  5.243  -4.369  0.537
Cl  1.891  4.642  -2.261  0.540